DFT (ωB97M-V with the def2-TZVPD basis set) results for a structure of composition C16H29N2O3PSn.

gap between HOMO and LUMO (alpha / beta): 4.35 / 4.03 eV
total charge: +4
E_HOMO (alpha / beta): -22.2 / -22.0 eV

The geometry in XYZ format:
```
52
Properties=species:S:1:pos:R:3:forces:R:3
H 0.909046 -4.011220 1.318463 -0.1685 0.2569 0.2524
C 1.276632 0.195594 2.292096 3.1606 -1.3778 3.6690
C 0.222046 -3.161937 1.448308 0.0619 -0.3600 0.1510
C -1.633925 0.494108 -2.372166 -0.2103 0.0458 0.2463
C -0.354982 -2.851290 0.067854 2.2001 0.2019 0.3396
H 3.676700 3.300299 2.803384 0.1013 -0.0346 0.0945
H -0.835280 -4.904863 -0.334873 0.2540 0.3479 0.0290
H -1.825278 -3.810407 -1.312087 0.1961 -0.0330 0.2211
H -2.453968 1.027353 -1.871403 0.2156 -0.2612 -0.1769
C -2.632537 -1.143837 0.768711 -0.1536 1.5367 1.2835
H 0.840486 2.046480 -2.189142 0.1452 -0.0250 -0.8396
C 2.750260 3.444053 2.247173 -0.0384 0.0905 0.2963
H -2.270129 -2.457244 2.500644 0.0003 0.2520 -0.0064
O 3.306366 -0.871803 -0.738323 -4.6197 0.1627 0.1593
Sn 0.541739 1.110085 0.096768 0.9373 0.6296 0.5495
P -1.019534 -1.137386 -0.113251 -3.2841 -2.4978 -2.0864
H -3.806529 0.238368 -0.471542 0.0769 0.0944 0.1330
C -2.549735 -1.425681 2.272272 0.0695 -0.3870 0.2630
C -0.966417 2.577822 1.614027 -2.2695 3.2974 2.8171
H 2.812182 1.987895 -2.080573 0.2413 0.0682 -0.1660
H -2.845724 1.046994 0.804442 -0.1753 -0.1562 -0.0313
H 4.335984 4.179824 -2.081592 0.3700 0.1597 0.3042
H -2.370225 -1.515206 -2.046542 0.0604 0.0109 0.3333
H -3.173106 -1.977885 0.295865 0.4367 -0.0978 -0.4145
H 4.423275 4.883796 0.439778 0.0853 0.3869 0.3599
N 3.831404 4.150507 0.083808 -0.8212 -1.2108 -0.2131
H 0.461048 -2.884203 -0.667901 -0.0704 0.0309 0.1096
C -3.424107 0.148323 0.547762 -0.3709 0.0163 -0.3338
H -0.366431 -1.278724 -3.838387 -0.1037 -0.0335 0.3286
H 0.785302 -2.324683 1.873004 -0.0096 -0.2449 0.0925
C 2.165051 -0.734411 -0.652362 5.5980 -0.2532 -0.1357
H -1.860005 -0.745495 2.786887 -0.1564 -0.0619 0.0259
H -4.299157 0.122028 1.208038 0.1731 0.1040 -0.1478
H -2.164867 -4.029182 0.416708 0.1880 0.0504 -0.1058
H -0.355138 -2.700053 -2.794630 0.0146 0.1774 -0.0066
C 3.009983 3.354086 0.802322 0.7079 1.5653 1.0106
H 0.782739 1.681199 -2.863065 0.3140 0.4595 0.5378
O 1.920034 -0.185139 3.165297 -2.8147 1.5012 -3.4476
C 3.831040 3.728836 -1.240327 -0.4886 -0.4756 0.3941
C -1.361261 -3.938345 -0.324510 -1.5020 0.1342 -0.4163
H -0.578550 -3.470528 2.135040 0.4943 0.1555 -0.1034
O -1.581598 3.291689 2.274734 2.5295 -3.0678 -2.8086
N 2.508956 2.408609 0.008334 -1.4011 -1.4195 -1.3512
C -1.421536 -0.963998 -1.938244 0.7021 0.8741 -0.4184
H -3.552483 -1.275612 2.695764 0.3080 -0.0074 -0.0681
C 3.027665 2.643469 -1.261556 -0.2515 -0.3014 -0.7816
H -1.794843 0.562540 -3.458833 -0.0970 -0.1182 0.2651
H 0.682500 -1.322041 -2.403562 -0.1902 -0.0601 -0.3748
C -0.307956 -1.607253 -2.791298 0.1147 -0.1796 0.0707
H -0.697048 1.044948 -2.216453 -0.5638 -0.1860 0.0709
H 2.344749 4.407850 2.555659 -0.0393 0.0755 -0.0705
H 2.057163 2.651669 2.539478 0.0427 0.1646 0.0967
```
Forces are in eV/Å.

=====

DFT (ωB97M-V with the def2-TZVPD basis set) results for the ion C2H8IN2S with charge +1.

gap between HOMO and LUMO: 8.93 eV
SMILES: CS[C@@H]([NH3+])NI
total charge: +1
E_HOMO: -13.2 eV
relative energy (zero: lowest compared OMol25 entry of this formula, charge and spin): 28.5 kcal per mole

The geometry in XYZ format:
```
14
Properties=species:S:1:pos:R:3:forces:R:3
H -0.961509 2.082195 -0.869903 0.1295 -0.2606 0.3371
H -0.512583 0.097664 1.379495 0.7413 0.9563 -0.9774
C -0.366397 0.312732 0.281235 1.1454 -0.9623 -1.0071
H -0.880685 2.182503 0.832672 1.4944 0.6698 -2.0746
N -1.389884 -0.279230 -0.395068 -2.2050 -0.7641 1.8219
S 1.203927 -0.192692 -0.598752 -0.0052 0.3147 0.8925
H -1.334142 -0.344926 -1.355176 0.5723 -0.2370 -2.3733
I -3.418132 -0.032624 0.038706 0.7293 0.1182 0.2101
H 2.886611 -1.819219 0.018452 -1.2227 0.0564 -0.4183
C 1.771872 -1.736846 0.134663 0.1139 -1.5607 -3.4282
H 1.602273 -1.862789 1.112140 -0.6200 0.5213 4.0622
H 1.170525 -2.624455 -0.249227 1.2256 1.0955 -0.3162
N -0.344550 1.890998 -0.067853 -1.7208 0.2539 2.4815
H 0.572677 2.326694 -0.261390 -0.3780 -0.2014 0.7900
```
Forces are in eV/Å.

=====

DFT (ωB97M-V with the def2-TZVPD basis set) results for a cluster of 2 separate species, O2 in total.

gap between HOMO and LUMO: 7.27 eV
total charge: 0
E_HOMO: -13.1 eV
relative energy (zero: lowest compared OMol25 entry of this formula, charge and spin): 149.9 kcal per mole

The geometry in XYZ format:
```
2
Properties=species:S:1:pos:R:3:forces:R:3
O 0.000000 0.000000 -0.977419 0.0000 0.0000 8.2447
O 0.000000 0.000000 0.977419 0.0000 0.0000 -8.2447
```
Forces are in eV/Å.

=====

DFT (ωB97M-V with the def2-TZVPD basis set) results for a cluster of 10 separate species, C19H58N19O11 in total.

gap between HOMO and LUMO: 7.70 eV
total charge: +1
E_HOMO: -10.9 eV
relative energy (zero: lowest compared OMol25 entry of this formula, charge and spin): 111.3 kcal per mole

The geometry in XYZ format:
```
107
Properties=species:S:1:pos:R:3:forces:R:3
C -1.961952 -2.220968 3.841679 -0.1842 0.4551 -0.3234
H 2.892779 0.925605 2.926290 -0.6236 -2.3108 -1.3025
H 2.975105 4.546901 -1.315035 0.0286 0.0742 -0.2076
O 0.244371 0.473698 1.254238 2.2695 0.3460 0.7783
H -2.010790 -5.166263 3.032213 1.0498 0.6172 1.9569
H -11.895525 -1.632390 2.118391 0.0857 -0.3790 0.0289
C 1.174657 1.351519 0.527525 -0.1738 0.0955 -0.6646
N 4.307096 -2.350963 -7.183025 -0.3697 -0.6697 -0.8757
N 6.366746 1.289126 0.464392 -1.2424 -1.7727 0.0121
N 7.110495 -2.617476 -5.163133 0.0600 1.1373 -0.0565
N 3.804151 6.558081 -2.537379 0.9199 1.0383 0.0769
C -0.560441 -1.331269 4.047992 -1.1096 -1.2577 1.7042
C -3.518105 -3.637007 5.462304 1.0966 0.5475 0.1937
N 4.524521 -0.986078 -5.390686 0.2409 0.6421 1.5892
H -6.800851 0.359788 6.765601 -0.2695 -0.2883 -0.1747
N 7.702407 -4.756319 -4.718559 0.5999 -1.3150 0.4141
H -8.287448 -0.072985 5.974236 0.1011 -0.1035 0.0384
H 4.062106 7.350074 -3.111557 -0.0739 -0.2917 0.2340
H -1.253826 4.483837 -0.656170 0.0765 -0.0932 -0.0672
C -11.052987 -2.859783 3.480622 -0.0490 0.3190 0.1324
H -11.767938 -3.278042 1.571513 0.0163 0.1308 0.1505
C -6.834812 -1.555033 6.129718 0.3120 -0.1903 0.1438
C 3.648452 1.482571 -3.501854 -0.4444 1.0287 -0.7560
N -10.700009 -4.146406 3.652800 0.6144 -1.1889 0.6195
N 7.685898 2.937617 1.279848 0.6816 0.6443 0.6276
H -3.759739 -4.734111 5.791577 0.2495 2.1422 -0.7716
C 6.732234 -3.907033 -5.102115 -0.1251 0.1438 -0.1407
C -2.243214 -2.498688 2.243878 -0.8967 0.7307 0.1681
H 2.503117 2.715199 -4.726494 -0.0221 -0.0612 0.0520
H 4.280142 -1.735101 -4.765118 -0.0671 0.0573 -0.1025
H 4.773912 2.966734 -4.429966 -0.0364 -0.1064 0.0567
C -5.363885 2.630619 -2.369388 -1.0117 -0.3850 -0.2514
H -1.607385 -3.361494 1.775186 -1.1270 1.8220 0.9773
O 5.600542 -4.276516 -5.372763 -0.4596 -0.1971 0.1372
O -0.402102 2.807392 -3.209089 0.3567 -0.4058 0.0880
H 1.669914 1.434831 -3.895818 0.1279 0.3099 -0.1893
H 8.025582 3.889344 1.233200 -0.0673 -0.3522 0.0310
H -5.685880 4.592483 -2.715000 0.2810 -0.2542 0.1001
H -7.269111 -3.365858 5.352290 -0.1318 0.3971 0.0841
H 0.090256 -1.850400 4.890487 -1.2920 1.0544 -1.6856
O 3.655408 0.525718 -2.743644 0.1255 -0.9476 1.0318
H 5.687142 0.967132 -0.212317 0.4249 0.0817 -0.0585
N 2.528893 1.929041 -4.099256 -0.8364 -0.2841 0.0928
H 4.347737 -2.493259 -8.183813 -0.0077 0.0776 0.3970
N 3.027598 -0.398315 1.136755 1.5401 0.0565 0.1414
H 2.190155 -0.179225 -0.874841 0.7169 1.4517 1.8667
H -10.836495 -4.863032 2.960012 0.0126 0.1368 0.1373
H -0.892049 -0.289498 4.462419 0.9041 -1.6489 -1.1718
H 8.037587 -2.293994 -4.944156 -0.1421 -0.1365 -0.1062
O -10.877429 -2.006957 4.336406 0.3165 0.2276 0.2878
H -1.266725 -3.362622 5.700428 -1.4941 -0.4699 -1.9468
C 6.783324 2.563547 0.355080 0.1765 1.2176 -0.3876
H 3.292864 1.290556 -0.330721 -1.5887 -2.0728 0.8719
H 5.624465 1.872964 -3.379371 -0.2512 0.2832 -0.1302
H -3.400760 -2.747249 2.113384 2.5447 0.3274 0.3063
H 4.075339 -0.219927 1.197633 -1.5353 -0.3782 -0.1490
H -3.493162 -2.946344 6.435454 -0.3476 -1.5579 -2.3113
O 0.252558 -1.298404 2.826216 0.3580 3.4540 0.5240
H 1.433712 2.343360 1.124527 -0.3207 -2.1590 -0.9748
N 2.502746 4.740773 -2.181857 -0.7553 -1.2787 0.7114
H -10.273338 -4.392588 4.536440 -0.2396 0.0189 -0.3360
C 2.473499 -0.113658 2.515082 -0.9003 0.8702 2.0730
N 4.759746 2.176189 -3.807929 1.2284 -0.0249 0.0996
O 4.893006 -0.194162 -7.467560 0.1860 0.3106 0.0566
H 0.583413 0.853429 3.342217 0.1765 -1.7566 -1.2085
H 8.640125 -4.471123 -4.491651 -0.1885 -0.0470 -0.1014
C 0.808521 0.030333 2.543050 0.4287 -0.9803 -0.0307
H 2.832965 -0.952920 3.257891 -0.9318 1.6342 -1.6051
H -1.867487 -5.832980 4.789152 0.7717 1.9004 -1.5496
H 7.459491 -5.736621 -4.659617 0.1470 0.3621 -0.0359
N -7.632918 -2.432798 5.495532 -0.3502 -1.2066 -0.5958
H -4.636628 0.801031 -1.926890 0.1124 0.3915 -0.0443
O -5.716865 -1.845552 6.525057 0.2720 0.0364 0.1308
H 6.691014 0.651738 1.172009 0.1692 0.1082 -0.1798
C 4.593983 -1.118088 -6.727665 -0.2842 0.0459 -1.2030
N -0.921340 3.715018 -1.213361 -0.0319 -0.5698 1.6188
H -0.330756 -5.028775 4.040931 -2.6235 0.3420 -0.2490
N -7.368753 -0.331074 6.292798 -0.1035 1.4242 0.3479
H -4.058532 4.243660 -2.211430 -0.1651 -0.1159 -0.1058
O 2.215974 5.993600 -4.032400 -0.0961 -0.1284 -0.1177
O 6.375425 3.319193 -0.512742 -0.2148 -0.1542 -0.0222
N -4.393711 1.781334 -1.985833 0.8186 -1.2905 0.4692
H -4.270035 -3.172039 4.695196 1.1483 -1.2027 1.6739
H 8.033750 2.329763 2.002070 -0.0037 0.1212 -0.1378
H -3.455993 2.066529 -1.758925 -0.1523 -0.0383 -0.1057
C -1.520853 -4.943890 4.071639 -0.0687 -0.7207 1.1057
H 4.058853 -3.124443 -6.589527 0.3168 0.0101 0.0076
H -0.652302 2.855255 -0.753174 -0.3919 0.5272 -0.1522
H 6.410239 -1.945170 -5.447726 0.2790 -0.0772 0.1144
H -8.556375 -2.212337 5.162722 -0.1351 0.0483 -0.0053
H 0.602695 1.708049 -0.451303 1.5424 -1.1235 2.0758
H 1.755131 4.128612 -2.481319 0.2761 0.0861 0.0355
C -2.014250 -3.556571 4.791457 0.3098 0.1652 0.5158
C 2.485075 0.494949 0.040766 -1.1656 2.0430 -2.0988
O -6.495577 2.261136 -2.640037 0.1401 0.0543 0.0451
N -11.615104 -2.589312 2.288719 -0.5542 0.7254 -0.9534
C 2.803441 5.777935 -2.984130 -0.1873 0.3559 -0.6010
H 2.934739 -1.403347 0.844645 -0.2252 1.0996 0.5837
H -2.857464 -1.521613 4.208617 2.0464 -1.4451 -0.7449
H -1.110083 4.990864 -4.118700 0.0484 0.0742 0.3155
H 4.733186 -0.073788 -5.006590 -0.1428 -0.3662 -0.1416
N -4.985625 3.920176 -2.430406 0.0252 1.6270 -0.1488
C -0.808425 3.753639 -2.553332 -0.0741 0.2374 -0.8549
H -1.516751 5.710149 -2.588718 0.1553 -0.0807 -0.1027
N -1.179602 4.919758 -3.111929 -0.3369 0.5326 -0.7424
H -2.076687 -1.475752 1.662617 -0.2084 -2.3054 1.1227
H 4.299794 6.396758 -1.676885 -0.0541 -0.0086 -0.1753
```
Forces are in eV/Å.

=====

DFT (ωB97M-V with the def2-TZVPD basis set) results for a cluster of 4 separate species, C4H14O3 in total.

gap between HOMO and LUMO: 10.10 eV
SMILES: C=C(C)C.O.O.O
total charge: 0
E_HOMO: -9.7 eV
relative energy (zero: lowest compared OMol25 entry of this formula, charge and spin): 36.5 kcal per mole

The geometry in XYZ format:
```
21
Properties=species:S:1:pos:R:3:forces:R:3
C -0.204569 -0.812184 1.712993 -0.5838 0.2292 -0.2373
O -2.005381 -0.312044 -2.703869 -0.4697 0.4174 0.2566
H -2.519336 2.021837 -1.252851 -0.3939 0.0257 0.3234
H 0.580561 1.553714 0.617254 1.0473 0.3129 -0.1723
H 2.269419 0.412405 2.064100 -0.2856 -1.0272 0.0947
C 1.025365 -0.786410 0.842241 -1.0898 -0.8949 0.0049
O 0.195430 2.180030 0.001264 -1.2654 0.3490 -0.5069
H 0.092870 -2.197514 -0.797544 0.3254 0.1600 1.2447
C 0.846544 -1.442676 -0.494739 0.7963 0.5230 -1.3991
H -0.255794 -0.036699 2.465110 0.2439 0.1871 0.3253
H -1.244161 1.524480 -0.681778 -0.4686 -0.2908 0.4636
H -1.478323 -0.802447 -2.066537 0.0501 -0.1753 -0.1458
C 2.209665 -0.354978 1.264137 0.0884 1.8101 0.8452
H 1.844135 -1.781343 -0.748785 0.0759 -0.4837 -0.5227
H 3.189073 -0.470212 0.828074 -0.1810 -0.3330 -0.7725
O -2.207193 1.293345 -0.697383 0.3036 0.9926 -0.1680
H -1.182157 -0.793035 1.186993 0.7466 0.0210 -0.0638
H -0.134895 -1.776430 2.211598 -0.2497 -0.0899 0.2525
H -2.408430 0.363564 -2.089931 0.6119 -1.0464 -0.7222
H 0.731764 2.847978 -0.436216 0.6325 -0.5990 0.6261
H 0.655412 -0.631381 -1.224131 0.0658 -0.0879 0.2737
```
Forces are in eV/Å.

=====

DFT (ωB97M-V with the def2-TZVPD basis set) results for an isolated molecule of C3H4F2S.

gap between HOMO and LUMO: 8.47 eV
SMILES: CC(F)(F)C=S
total charge: 0
E_HOMO: -9.4 eV
relative energy (zero: lowest compared OMol25 entry of this formula, charge and spin): 0.9 kcal per mole

The geometry in XYZ format:
```
10
Properties=species:S:1:pos:R:3:forces:R:3
C -0.128820 0.282327 -1.381227 -0.7696 0.9603 -0.4030
H 0.663890 0.201293 -2.134130 -0.3585 -0.1744 -0.0005
C -0.285147 -0.541270 1.042893 -0.3343 -0.6756 -0.9159
H -1.298898 -0.139672 1.141945 0.2341 -0.2451 0.1003
C 0.443648 0.265939 0.021588 0.1027 -0.3186 -0.2045
H -0.287129 -1.606033 0.748203 -0.2067 0.5199 0.1006
F 1.740583 -0.192960 -0.112760 -0.1899 0.0939 0.1892
H 0.291730 -0.440657 1.928007 0.2376 0.0717 1.0632
F 0.534227 1.545342 0.487403 0.1225 0.2322 -0.2156
S -1.674083 0.625692 -1.741922 1.1621 -0.4642 0.2861
```
Forces are in eV/Å.

=====

DFT (ωB97M-V with the def2-TZVPD basis set) results for an isolated molecule of C5H8O.

gap between HOMO and LUMO: 9.38 eV
SMILES: C=C/C=C/OC
total charge: 0
E_HOMO: -8.3 eV
relative energy (zero: lowest compared OMol25 entry of this formula, charge and spin): 42.3 kcal per mole

The geometry in XYZ format:
```
14
Properties=species:S:1:pos:R:3:forces:R:3
C -0.309585 -0.576561 -0.222654 -0.6949 0.1603 0.3836
H 0.146968 -1.537151 -0.392447 0.1965 -0.0525 -0.2124
C 1.823961 0.600425 -0.133421 0.9811 -0.1412 -0.0124
H -0.150565 1.484553 0.107810 -0.1525 0.2582 -0.0544
H 2.281741 -1.262914 0.734481 -0.1745 -0.4539 0.1926
H 2.272467 1.519516 -0.545804 -0.2694 -0.4740 0.1042
O -1.654126 -0.716082 -0.121624 0.2277 -0.5438 -0.2465
C 2.653625 -0.386569 0.247535 -0.4175 0.8947 -0.5296
C -2.398320 0.425574 0.198878 -0.4832 0.4082 0.0398
H -1.980099 0.909671 1.086848 -0.1059 0.1035 -0.0655
C 0.365127 0.558852 -0.062042 0.4367 -0.1349 0.0268
H -3.418012 0.093761 0.418627 0.2452 0.0152 -0.0622
H 3.712891 -0.346565 0.038157 0.0477 0.1277 0.1419
H -2.441226 1.137453 -0.644455 0.1629 -0.1675 0.2941
```
Forces are in eV/Å.

=====

no.,largest force on an atom (eV Å⁻¹),electronic energy (eV)
1,5.6,-41255.460
2,4.1,-24111.233
3,8.2,-4083.277
4,3.5,-71476.441
5,2.0,-10516.347
6,1.3,-19445.431
7,1.1,-7360.419